[1]
The following is a quantum chemistry calculation of the molecule C11H10N2O in a non-equilibrium geometry, from OMol25.

Summary:
Orbital gap (alpha / beta) (Ha): 0.2288 / 0.2514
HOMO energy (alpha / beta) (eV): -5.5 / -9.5
Net charge: 0
Multiplicity: 3
E_tot (eV): -16591.7687
Energy above the lowest of the compared OMol25 structures with the same formula, charge and spin (kcal/mol): 0.0
⟨S²⟩: 2.03

```
24
Properties=species:S:1:pos:R:3:forces:R:3:mulliken_charge:R:1
C 1.376 -1.357 -1.222 -0.464 0.344 0.430 -0.041
C -0.390 3.091 -0.087 0.566 -1.382 0.373 -0.423
C -1.108 2.427 -1.170 1.437 0.157 2.189 -0.963
C 0.397 2.318 0.772 -2.157 3.352 -2.026 -0.950
C -0.970 1.073 -1.356 1.234 -1.029 2.091 -0.419
C 0.336 0.934 0.613 4.143 -1.630 5.558 1.411
C -0.285 0.268 -0.428 -0.301 -0.380 -1.145 -0.452
C 1.057 0.250 1.680 -1.135 4.417 -2.103 -0.239
C 1.073 -1.109 1.839 -1.841 -4.346 -2.346 -1.301
C 0.139 -1.938 0.865 3.454 1.734 2.369 0.246
C 0.086 -1.225 -0.498 0.152 0.063 -0.679 1.141
N 2.293 -1.422 -1.903 0.645 -0.146 -0.285 -0.546
N -0.924 -1.955 -1.217 0.215 -3.021 1.473 -0.728
O -1.108 -1.850 1.432 -2.127 -0.352 -1.534 -0.553
H -0.441 4.159 0.085 -0.151 -0.030 -0.290 0.384
H -1.819 2.932 -1.731 -0.864 1.099 -1.171 0.453
H 0.927 2.834 1.571 0.021 -0.522 -0.105 0.363
H -1.377 0.609 -2.178 -1.217 -0.831 -1.854 0.406
H 1.690 0.758 2.416 -0.598 0.631 -0.511 0.309
H 1.730 -1.550 2.518 0.828 -0.943 0.813 0.473
H 0.616 -2.952 0.777 -0.896 0.468 -0.221 0.431
H -0.991 -1.560 -2.093 -0.523 0.555 -2.491 0.262
H -0.616 -2.985 -1.294 -0.728 2.169 -0.125 0.289
H -1.691 -1.748 0.607 0.307 -0.378 1.589 0.450
```
Positions in Å, forces in eV/Å.



[2]
The following is a quantum chemistry calculation of a cluster of 3 separate species, C3H12NO2 in total in a non-equilibrium geometry, from OMol25.

Summary:
Orbital gap (Ha): 0.4086
HOMO energy (eV): -14.1
Net charge: +1
E_tot (eV): -8883.5870
Energy above the lowest of the compared OMol25 structures with the same formula, charge and spin (kcal/mol): 29.7

```
18
Properties=species:S:1:pos:R:3:forces:R:3:mulliken_charge:R:1
C 2.229 -0.579 0.895 0.722 -0.444 2.007 -1.184
C 1.440 0.655 0.742 -1.071 0.085 -0.608 -0.101
C 0.589 0.860 -0.256 -0.175 -0.402 0.128 -0.344
N -0.545 1.799 -0.059 -0.945 -1.541 -0.251 -0.256
H 1.918 -0.989 1.875 -0.414 -0.003 -0.312 0.323
H 3.269 -0.420 1.196 0.180 0.182 -0.863 0.364
H 2.092 -1.404 0.203 0.121 0.440 -0.475 0.309
H 1.369 1.341 1.581 0.288 -0.099 0.170 0.265
H 0.505 0.238 -1.135 -0.081 0.039 -0.012 0.495
H -0.213 2.582 0.497 -0.700 0.312 -0.037 0.363
H -1.372 1.221 0.332 0.962 0.461 0.866 0.391
H -1.068 2.027 -0.906 0.968 0.957 -0.458 0.382
H -1.857 -0.611 -0.399 -0.758 -0.791 -0.083 0.385
H -3.050 -0.734 0.686 -0.105 -0.400 -0.108 0.309
O -2.379 -0.179 0.296 0.852 1.268 -0.048 -0.662
H -0.618 -2.224 -1.190 0.023 -0.310 -0.315 0.335
H -1.227 -1.991 -2.610 -0.022 -0.182 -0.028 0.302
O -1.082 -1.593 -1.749 0.154 0.429 0.426 -0.676
```
Positions in Å, forces in eV/Å.



Repeat the first record exactly.
The following is a quantum chemistry calculation of the molecule C11H10N2O in a non-equilibrium geometry, from OMol25.

Summary:
Orbital gap (alpha / beta) (Ha): 0.2288 / 0.2514
HOMO energy (alpha / beta) (eV): -5.5 / -9.5
Net charge: 0
Multiplicity: 3
E_tot (eV): -16591.7687
Energy above the lowest of the compared OMol25 structures with the same formula, charge and spin (kcal/mol): 0.0
⟨S²⟩: 2.03

```
24
Properties=species:S:1:pos:R:3:forces:R:3:mulliken_charge:R:1
C 1.376 -1.357 -1.222 -0.464 0.344 0.430 -0.041
C -0.390 3.091 -0.087 0.566 -1.382 0.373 -0.423
C -1.108 2.427 -1.170 1.437 0.157 2.189 -0.963
C 0.397 2.318 0.772 -2.157 3.352 -2.026 -0.950
C -0.970 1.073 -1.356 1.234 -1.029 2.091 -0.419
C 0.336 0.934 0.613 4.143 -1.630 5.558 1.411
C -0.285 0.268 -0.428 -0.301 -0.380 -1.145 -0.452
C 1.057 0.250 1.680 -1.135 4.417 -2.103 -0.239
C 1.073 -1.109 1.839 -1.841 -4.346 -2.346 -1.301
C 0.139 -1.938 0.865 3.454 1.734 2.369 0.246
C 0.086 -1.225 -0.498 0.152 0.063 -0.679 1.141
N 2.293 -1.422 -1.903 0.645 -0.146 -0.285 -0.546
N -0.924 -1.955 -1.217 0.215 -3.021 1.473 -0.728
O -1.108 -1.850 1.432 -2.127 -0.352 -1.534 -0.553
H -0.441 4.159 0.085 -0.151 -0.030 -0.290 0.384
H -1.819 2.932 -1.731 -0.864 1.099 -1.171 0.453
H 0.927 2.834 1.571 0.021 -0.522 -0.105 0.363
H -1.377 0.609 -2.178 -1.217 -0.831 -1.854 0.406
H 1.690 0.758 2.416 -0.598 0.631 -0.511 0.309
H 1.730 -1.550 2.518 0.828 -0.943 0.813 0.473
H 0.616 -2.952 0.777 -0.896 0.468 -0.221 0.431
H -0.991 -1.560 -2.093 -0.523 0.555 -2.491 0.262
H -0.616 -2.985 -1.294 -0.728 2.169 -0.125 0.289
H -1.691 -1.748 0.607 0.307 -0.378 1.589 0.450
```
Positions in Å, forces in eV/Å.



> Which of these has the lowest net charge?

C11H10N2O



> Which of these has the lowest E_tot?

C11H10N2O



> Look up the energy above the lowest of the compared OMol25 structures with the same formula, charge and spin of the first one.

0.0 kcal/mol